[1]
{"formula": "CH3N2OS", "method": "ωB97M-V with the def2-TZVPD basis set", "elements": ["C", "N", "N", "O", "S", "H", "H", "H"], "xyz": [[-0.14, -0.13, 0.12], [-1.47, -0.69, 0.13], [-2.41, 0.07, -0.08], [-2.19, 1.53, -0.25], [-3.97, -0.31, 0.03], [0.59, -0.92, -0.28], [-0.04, 0.81, -0.41], [0.28, 0.21, 1.12]], "lowdin_charge": [-0.180, -0.113, -0.859, -0.375, 0.345, 0.067, 0.036, 0.078], "smiles": "C/N=[N+](\\[O-])[S-]", "e_above_lowest_kcal_mol": 21.1, "charge": -1}

---

[2]
{"formula": "C18H20BiN2O2S", "method": "ωB97M-V with the def2-TZVPD basis set", "elements": ["Bi", "O", "C", "C", "C", "C", "C", "C", "C", "N", "C", "C", "N", "C", "C", "C", "C", "C", "C", "C", "O", "H", "H", "H", "H", "H", "H", "H", "H", "H", "H", "H", "H", "H", "H", "C", "S", "C", "H", "H", "H", "H", "H", "H"], "xyz": [[0.15, 0.12, -0.99], [-1.96, 0.43, -0.52], [-2.69, 0.06, 0.51], [-4.08, 0.22, 0.43], [-4.91, -0.17, 1.44], [-4.39, -0.74, 2.62], [-3.04, -0.89, 2.74], [-2.15, -0.51, 1.70], [-0.77, -0.66, 1.96], [0.25, -0.48, 1.18], [1.59, -0.61, 1.76], [2.64, -0.71, 0.66], [2.34, 0.37, -0.26], [3.12, 1.37, -0.48], [2.72, 2.53, -1.22], [3.73, 3.38, -1.70], [3.44, 4.54, -2.38], [2.10, 4.89, -2.56], [1.09, 4.10, -2.07], [1.36, 2.90, -1.40], [0.31, 2.23, -0.91], [-4.48, 0.67, -0.48], [-5.98, -0.04, 1.35], [-5.05, -1.04, 3.42], [-2.62, -1.30, 3.65], [-0.53, -0.96, 2.98], [1.80, 0.28, 2.36], [1.63, -1.48, 2.41], [3.64, -0.65, 1.09], [2.52, -1.65, 0.13], [4.13, 1.36, -0.08], [4.76, 3.10, -1.52], [4.23, 5.17, -2.75], [1.86, 5.80, -3.09], [0.05, 4.38, -2.19], [0.34, -4.81, -0.61], [-0.02, -3.15, -1.25], [-1.82, -3.17, -1.13], [-0.18, -4.95, 0.34], [1.41, -4.89, -0.47], [0.00, -5.55, -1.33], [-2.21, -3.99, -1.72], [-2.20, -2.23, -1.52], [-2.12, -3.28, -0.09]], "lowdin_charge": [1.857, -0.286, -0.348, 0.002, -0.040, -0.073, -0.034, -0.151, -0.067, -0.139, -0.185, -0.207, -0.155, -0.055, -0.154, -0.033, -0.072, -0.045, -0.001, -0.339, -0.302, 0.124, 0.117, 0.110, 0.117, 0.144, 0.135, 0.131, 0.131, 0.105, 0.148, 0.118, 0.111, 0.116, 0.125, -0.383, 0.644, -0.393, 0.041, 0.033, 0.043, 0.046, 0.022, 0.041], "charge": 1}

---

[3]
{"formula": "C70H105O53", "method": "ωB97M-V with the def2-TZVPD basis set", "elements": ["C", "C", "O", "O", "H", "H", "H", "C", "C", "C", "O", "C", "O", "O", "H", "H", "H", "H", "H", "H", "C", "C", "C", "O", "C", "O", "O", "H", "H", "H", "H", "H", "H", "C", "C", "C", "O", "C", "O", "O", "H", "H", "H", "H", "H", "H", "C", "C", "C", "O", "C", "O", "O", "H", "H", "H", "H", "H", "H", "C", "C", "C", "O", "C", "O", "O", "H", "H", "H", "H", "H", "H", "C", "C", "C", "O", "C", "O", "O", "H", "H", "H", "H", "H", "H", "C", "C", "C", "O", "C", "O", "O", "H", "H", "H", "H", "H", "H", "C", "C", "C", "O", "C", "O", "O", "H", "H", "H", "H", "H", "H", "C", "C", "C", "O", "C", "O", "O", "H", "H", "H", "H", "H", "H", "C", "C", "C", "O", "C", "O", "O", "H", "H", "H", "H", "H", "H", "C", "C", "C", "O", "C", "O", "O", "H", "H", "H", "H", "H", "H", "C", "C", "C", "O", "C", "O", "O", "H", "H", "H", "H", "H", "H", "C", "C", "C", "O", "C", "O", "O", "H", "H", "H", "H", "H", "H", "C", "C", "C", "O", "C", "O", "O", "H", "H", "H", "H", "H", "H", "C", "C", "C", "O", "C", "O", "O", "H", "H", "H", "H", "H", "H", "C", "C", "C", "O", "C", "O", "O", "H", "H", "H", "H", "H", "H", "C", "C", "C", "O", "C", "O", "O", "H", "H", "H", "H", "H", "H"], "xyz": [[0.00, 28.25, 19.34], [0.98, 28.35, 18.18], [2.06, 27.70, 18.13], [0.60, 29.09, 17.27], [-0.58, 27.33, 19.27], [-0.79, 29.00, 19.39], [0.61, 28.34, 20.24], [5.00, 29.79, 19.05], [4.65, 29.54, 17.55], [4.03, 30.65, 16.81], [4.76, 30.60, 15.56], [5.86, 29.89, 15.68], [6.76, 29.71, 14.90], [5.90, 29.40, 16.85], [4.08, 29.86, 19.64], [5.66, 30.65, 19.17], [5.58, 28.95, 19.43], [4.12, 28.59, 17.43], [4.22, 31.63, 17.24], [2.96, 30.48, 16.65], [1.35, 25.66, 15.49], [1.38, 26.95, 14.54], [2.31, 28.08, 14.89], [3.07, 28.23, 13.71], [2.85, 27.21, 12.92], [3.38, 26.95, 11.84], [1.93, 26.43, 13.35], [0.74, 24.89, 15.02], [0.88, 25.88, 16.44], [2.38, 25.36, 15.69], [0.41, 27.39, 14.32], [2.93, 27.97, 15.78], [1.78, 29.03, 14.89], [-4.03, 23.51, 16.08], [-2.83, 24.10, 15.28], [-2.39, 23.16, 14.17], [-2.23, 23.98, 13.02], [-2.81, 25.18, 13.24], [-2.97, 26.07, 12.36], [-3.26, 25.24, 14.56], [-3.75, 22.64, 16.66], [-4.86, 23.20, 15.45], [-4.41, 24.39, 16.61], [-1.95, 24.39, 15.85], [-3.17, 22.42, 14.00], [-1.43, 22.75, 14.49], [-2.82, 25.07, 19.23], [-3.01, 24.89, 20.71], [-4.38, 24.29, 21.14], [-4.02, 23.46, 22.22], [-2.71, 23.14, 22.14], [-2.25, 22.35, 22.94], [-2.10, 23.90, 21.20], [-3.11, 24.22, 18.61], [-1.77, 25.24, 18.96], [-3.37, 25.97, 18.96], [-2.78, 25.78, 21.29], [-4.79, 23.87, 20.22], [-4.93, 25.18, 21.42], [-2.68, 31.59, 19.92], [-3.18, 32.90, 20.55], [-3.92, 32.90, 21.91], [-2.95, 33.50, 22.71], [-1.83, 33.79, 22.11], [-0.86, 34.32, 22.63], [-1.97, 33.54, 20.85], [-2.12, 30.93, 20.58], [-2.12, 31.77, 19.00], [-3.56, 31.03, 19.61], [-3.76, 33.53, 19.87], [-4.25, 31.96, 22.36], [-4.84, 33.47, 21.78], [-3.20, 28.66, 17.29], [-2.63, 29.75, 16.34], [-2.18, 29.28, 14.98], [-2.64, 30.30, 14.15], [-3.53, 31.12, 14.85], [-4.08, 32.08, 14.35], [-3.66, 30.64, 16.07], [-3.76, 29.11, 18.11], [-2.36, 28.14, 17.76], [-3.89, 27.95, 16.85], [-1.85, 30.34, 16.81], [-2.70, 28.37, 14.66], [-1.10, 29.42, 15.00], [0.72, 31.24, 21.67], [1.58, 31.32, 20.42], [0.96, 31.95, 19.17], [2.02, 32.83, 18.76], [3.03, 32.92, 19.67], [4.04, 33.63, 19.59], [2.68, 32.10, 20.74], [0.08, 32.13, 21.72], [1.37, 31.32, 22.53], [0.10, 30.35, 21.64], [1.91, 30.30, 20.23], [-0.01, 32.36, 19.46], [0.77, 31.16, 18.44], [-1.19, 27.79, 26.33], [-0.91, 29.27, 26.05], [-0.54, 29.59, 24.63], [-1.30, 30.77, 24.40], [-2.30, 30.84, 25.25], [-3.24, 31.63, 25.18], [-2.11, 29.98, 26.24], [-1.67, 27.21, 25.54], [-1.77, 27.42, 27.18], [-0.25, 27.27, 26.54], [-0.30, 29.67, 26.86], [-0.83, 28.81, 23.92], [0.53, 29.74, 24.49], [0.74, 32.69, 15.34], [0.02, 33.72, 16.20], [-0.66, 34.85, 15.41], [-1.94, 34.96, 15.99], [-2.14, 33.85, 16.69], [-3.26, 33.63, 17.17], [-1.00, 33.16, 16.90], [0.20, 32.47, 14.42], [0.92, 31.78, 15.91], [1.67, 33.03, 14.88], [0.79, 34.16, 16.84], [-0.64, 34.44, 14.40], [-0.07, 35.77, 15.48], [3.55, 23.07, 18.55], [4.53, 24.12, 18.07], [4.60, 25.44, 18.76], [5.96, 25.72, 18.78], [6.63, 24.60, 18.38], [7.87, 24.46, 18.39], [5.81, 23.64, 18.15], [2.59, 23.56, 18.37], [3.71, 22.82, 19.60], [3.65, 22.14, 18.00], [4.31, 24.32, 17.02], [4.24, 25.40, 19.79], [4.08, 26.27, 18.29], [-6.74, 30.24, 18.00], [-5.95, 31.48, 17.96], [-6.39, 32.38, 16.90], [-6.28, 33.58, 17.52], [-6.35, 33.42, 18.87], [-6.41, 34.42, 19.67], [-6.16, 32.14, 19.17], [-6.64, 29.76, 18.97], [-6.39, 29.48, 17.30], [-7.79, 30.40, 17.76], [-4.88, 31.31, 17.85], [-7.44, 32.33, 16.63], [-5.81, 32.53, 15.98], [8.70, 27.62, 22.51], [7.54, 26.77, 22.06], [6.88, 25.89, 23.08], [5.55, 26.30, 23.00], [5.36, 27.28, 22.15], [4.32, 27.76, 21.87], [6.51, 27.72, 21.68], [9.57, 27.00, 22.75], [8.48, 28.17, 23.42], [9.04, 28.35, 21.77], [7.86, 26.22, 21.17], [7.31, 26.12, 24.06], [7.03, 24.84, 22.86], [2.83, 31.72, 12.73], [4.16, 32.40, 12.48], [5.35, 31.46, 12.41], [6.01, 31.79, 11.23], [5.27, 32.63, 10.53], [5.57, 32.99, 9.43], [4.07, 32.80, 11.15], [2.68, 30.85, 12.09], [1.96, 32.34, 12.49], [2.74, 31.35, 13.75], [4.38, 33.32, 13.02], [5.06, 30.41, 12.37], [5.97, 31.52, 13.30], [-0.42, 21.87, 19.39], [-1.47, 21.24, 18.52], [-1.50, 19.72, 18.60], [-2.90, 19.53, 18.52], [-3.55, 20.62, 18.92], [-4.75, 20.64, 19.22], [-2.69, 21.68, 19.04], [0.58, 21.50, 19.16], [-0.65, 21.77, 20.45], [-0.44, 22.95, 19.23], [-1.44, 21.52, 17.47], [-0.95, 19.33, 19.46], [-1.04, 19.32, 17.69], [-6.52, 28.60, 22.40], [-5.22, 28.99, 23.08], [-4.69, 27.93, 24.04], [-3.41, 27.70, 23.50], [-3.18, 28.45, 22.41], [-2.09, 28.48, 21.82], [-4.25, 29.12, 22.08], [-7.39, 28.72, 23.04], [-6.38, 27.55, 22.14], [-6.72, 29.10, 21.45], [-5.50, 29.91, 23.60], [-5.30, 27.03, 23.99], [-4.60, 28.46, 24.99], [1.30, 25.08, 21.00], [1.49, 25.63, 22.43], [0.61, 26.79, 22.58], [-0.18, 26.49, 23.76], [-0.03, 25.30, 24.11], [-0.64, 24.76, 25.02], [0.92, 24.78, 23.39], [0.29, 24.78, 20.75], [1.91, 24.19, 20.84], [1.42, 25.81, 20.21], [2.52, 25.84, 22.70], [-0.10, 26.80, 21.76], [1.20, 27.70, 22.74], [3.44, 28.84, 25.09], [4.64, 28.29, 25.79], [5.05, 29.08, 27.02], [5.00, 28.11, 28.07], [4.62, 26.96, 27.59], [4.50, 25.95, 28.29], [4.40, 26.96, 26.26], [3.12, 28.16, 24.31], [3.53, 29.87, 24.73], [2.65, 29.04, 25.82], [5.50, 28.24, 25.12], [4.27, 29.83, 27.15], [6.03, 29.52, 26.86]], "lowdin_charge": [-0.027, -0.751, -0.074, -0.043, 0.060, 0.060, 0.058, 0.031, -0.275, -0.055, 0.070, -0.665, 0.140, 0.125, 0.072, 0.096, 0.068, 0.114, 0.138, 0.119, 0.022, -0.246, -0.100, 0.088, -0.625, 0.111, 0.106, 0.064, 0.061, 0.075, 0.145, 0.115, 0.120, -0.002, -0.330, -0.106, 0.073, -0.441, 0.103, 0.047, 0.075, 0.093, 0.079, 0.144, 0.135, 0.133, -0.011, -0.291, -0.078, 0.087, -0.521, 0.136, 0.046, 0.059, 0.077, 0.088, 0.140, 0.133, 0.124, 0.010, -0.252, -0.060, 0.097, -0.625, 0.121, 0.088, 0.075, 0.068, 0.066, 0.137, 0.121, 0.126, 0.013, -0.312, -0.095, 0.056, -0.506, 0.131, 0.068, 0.066, 0.063, 0.084, 0.142, 0.141, 0.130, 0.011, -0.340, -0.059, 0.047, -0.455, 0.106, 0.067, 0.068, 0.093, 0.070, 0.127, 0.111, 0.108, -0.011, -0.288, -0.074, 0.094, -0.565, 0.118, 0.089, 0.061, 0.090, 0.084, 0.156, 0.101, 0.124, -0.007, -0.353, -0.077, 0.112, -0.493, 0.129, 0.099, 0.084, 0.076, 0.078, 0.147, 0.129, 0.142, -0.006, -0.357, -0.107, 0.078, -0.535, 0.097, 0.135, 0.080, 0.089, 0.088, 0.152, 0.132, 0.122, -0.010, -0.377, -0.140, 0.071, -0.462, 0.063, 0.105, 0.078, 0.090, 0.095, 0.126, 0.143, 0.137, -0.022, -0.286, -0.086, 0.085, -0.640, 0.151, 0.102, 0.090, 0.085, 0.094, 0.152, 0.135, 0.144, -0.019, -0.319, -0.107, 0.105, -0.555, 0.148, 0.066, 0.098, 0.082, 0.062, 0.160, 0.142, 0.120, -0.007, -0.356, -0.077, 0.083, -0.499, 0.118, 0.050, 0.091, 0.098, 0.069, 0.149, 0.143, 0.139, -0.010, -0.331, -0.062, 0.065, -0.534, 0.105, 0.113, 0.097, 0.077, 0.078, 0.152, 0.140, 0.143, 0.008, -0.291, -0.074, 0.085, -0.655, 0.134, 0.125, 0.066, 0.072, 0.076, 0.147, 0.108, 0.137, -0.018, -0.324, -0.068, 0.107, -0.578, 0.114, 0.104, 0.075, 0.103, 0.084, 0.142, 0.131, 0.139], "charge": -1}

---

[4]
{"formula": "C47H52BBr2ClCsN11O6S", "method": "ωB97M-V with the def2-TZVPD basis set", "elements": ["Cs", "Br", "C", "C", "C", "N", "C", "C", "C", "C", "C", "Br", "C", "C", "N", "H", "H", "H", "H", "H", "H", "O", "C", "C", "C", "C", "C", "C", "N", "H", "H", "H", "H", "H", "H", "H", "C", "C", "C", "C", "C", "C", "C", "S", "O", "O", "N", "C", "C", "O", "O", "H", "H", "H", "H", "H", "H", "H", "H", "H", "B", "N", "C", "C", "C", "N", "N", "C", "C", "C", "N", "H", "H", "H", "H", "H", "H", "H", "H", "C", "C", "C", "C", "C", "O", "C", "C", "C", "C", "C", "C", "Cl", "C", "C", "C", "N", "C", "N", "C", "N", "H", "H", "H", "H", "H", "H", "H", "H", "H", "H", "H", "H", "H", "H", "H", "H", "H", "H", "H", "H", "H", "H"], "xyz": [[-1.15, 0.53, -1.61], [-1.25, -4.95, -6.40], [-1.10, -3.10, -6.09], [-2.15, -2.26, -6.39], [-1.97, -0.90, -6.15], [-0.86, -0.37, -5.64], [0.13, -1.21, -5.33], [0.06, -2.58, -5.54], [1.34, -0.62, -4.69], [2.61, -1.05, -5.05], [3.68, -0.50, -4.37], [5.44, -1.07, -4.81], [3.49, 0.44, -3.38], [2.18, 0.81, -3.11], [1.13, 0.30, -3.74], [-3.08, -2.64, -6.78], [-2.77, -0.21, -6.37], [0.87, -3.23, -5.24], [2.75, -1.78, -5.83], [4.31, 0.88, -2.83], [1.97, 1.57, -2.36], [3.25, -0.52, 0.93], [2.98, -1.83, 1.38], [2.47, -2.72, 0.26], [2.32, -4.09, 0.45], [1.82, -4.84, -0.59], [1.46, -4.21, -1.77], [1.63, -2.84, -1.86], [2.14, -2.11, -0.87], [2.85, -0.46, 0.04], [2.24, -1.81, 2.19], [3.90, -2.27, 1.79], [2.58, -4.54, 1.40], [1.66, -5.91, -0.47], [0.96, -4.74, -2.58], [1.29, -2.30, -2.74], [-7.91, -2.78, -2.42], [-6.41, -2.86, -2.41], [-5.65, -2.08, -3.28], [-4.26, -2.11, -3.24], [-3.61, -2.92, -2.33], [-4.35, -3.70, -1.46], [-5.74, -3.67, -1.50], [-1.81, -2.97, -2.26], [-1.45, -1.65, -2.82], [-1.46, -4.09, -3.13], [-1.35, -3.25, -0.84], [-1.27, -2.32, 0.27], [-2.51, -1.46, 0.62], [-2.86, -1.42, 1.82], [-3.00, -0.82, -0.34], [-8.29, -2.55, -3.41], [-8.26, -1.99, -1.74], [-8.36, -3.72, -2.09], [-6.15, -1.43, -3.99], [-3.68, -1.48, -3.90], [-3.83, -4.31, -0.73], [-6.31, -4.28, -0.80], [-0.43, -1.61, 0.16], [-1.02, -2.92, 1.15], [1.12, 4.81, -1.77], [0.58, 4.37, -3.16], [0.93, 4.88, -4.35], [0.42, 4.06, -5.34], [-0.22, 3.03, -4.63], [-0.12, 3.23, -3.32], [2.31, 3.86, -1.41], [3.50, 3.79, -2.02], [4.25, 2.80, -1.41], [3.40, 2.31, -0.40], [2.24, 2.96, -0.40], [1.54, 5.95, -1.89], [0.27, 4.70, -0.92], [1.50, 5.79, -4.40], [0.51, 4.18, -6.41], [-0.71, 2.15, -5.00], [3.72, 4.43, -2.86], [5.25, 2.48, -1.66], [3.58, 1.52, 0.30], [2.86, 1.87, 5.41], [1.84, 2.27, 4.33], [1.49, 0.97, 3.58], [2.56, 3.21, 3.36], [0.64, 3.03, 4.99], [1.19, 4.21, 5.64], [-0.12, 2.33, 6.16], [-1.20, 1.23, 6.07], [-0.74, -0.18, 5.81], [-1.26, -0.92, 4.76], [-0.79, -2.19, 4.44], [0.23, -2.72, 5.22], [0.89, -4.29, 4.81], [0.74, -2.04, 6.31], [0.25, -0.78, 6.60], [-0.31, 3.75, 3.99], [-0.95, 3.04, 2.91], [-0.60, 2.96, 1.61], [-1.37, 2.09, 0.99], [-2.20, 1.64, 1.97], [-1.98, 2.19, 3.14], [3.70, 1.37, 4.92], [2.45, 1.17, 6.13], [3.28, 2.74, 5.94], [2.35, 0.70, 2.95], [0.64, 1.05, 2.92], [1.31, 0.15, 4.26], [3.51, 2.76, 3.08], [2.77, 4.18, 3.82], [2.02, 3.36, 2.43], [1.74, 3.90, 6.37], [-0.61, 3.18, 6.66], [0.65, 2.00, 6.87], [-1.94, 1.50, 5.31], [-1.71, 1.25, 7.04], [-2.03, -0.51, 4.11], [-1.22, -2.69, 3.58], [1.52, -2.49, 6.91], [0.66, -0.24, 7.45], [0.27, 4.55, 3.54], [-1.10, 4.22, 4.58], [0.20, 3.52, 1.15], [-2.95, 0.87, 1.81]], "lowdin_charge": [1.222, 0.751, -0.678, -0.110, -0.136, 0.140, -0.231, -0.072, -0.237, -0.073, -0.664, 0.707, -0.084, -0.114, 0.087, 0.101, 0.111, 0.113, 0.106, 0.075, 0.080, -0.102, -0.199, -0.264, -0.030, -0.062, -0.065, -0.115, 0.126, 0.057, 0.118, 0.119, 0.106, 0.103, 0.096, 0.090, -0.072, -0.292, -0.049, -0.053, -0.256, -0.050, -0.048, 0.494, -0.672, -0.373, -0.193, -0.232, -0.735, -0.067, -0.290, 0.065, 0.076, 0.066, 0.103, 0.094, 0.114, 0.103, 0.063, 0.089, -0.444, -0.108, -0.140, -0.097, -0.201, 0.028, -0.099, -0.116, -0.120, -0.186, 0.067, 0.056, 0.051, 0.099, 0.069, 0.068, 0.113, 0.083, 0.078, -0.048, -0.480, -0.001, -0.039, -0.385, -0.058, -0.101, -0.132, -0.235, -0.017, -0.079, -0.666, 0.617, -0.124, -0.069, -0.047, -0.113, -0.154, 0.018, -0.194, 0.105, 0.091, 0.068, 0.081, 0.078, 0.084, 0.067, 0.087, 0.085, 0.061, 0.078, 0.114, 0.095, 0.080, 0.115, 0.103, 0.099, 0.095, 0.107, 0.131, 0.133, 0.097, 0.096], "e_above_lowest_kcal_mol": 2.8, "charge": -2}

---

| no. | Kohn-Sham gap (eV) |
| --- | --- |
| 1 | 7.378 |
| 2 | 7.809 |
| 3 | 8.322 |
| 4 | 6.233 |